Below is C29H46ClF8IN4O7S2 as an isolated structure in a non-equilibrium geometry, with properties calculated with ωB97M-V/def2-TZVPD.

LUMO (alpha / beta): -0.826 / -0.826 eV
Kohn-Sham gap (alpha / beta): 7.40 / 8.51 eV
HOMO level (alpha / beta): -8.23 / -9.34 eV
energy relative to the best compared isomer or geometry (same formula, charge and spin): 3.7 kcal per mole
<S²>: 2.0083
spin multiplicity: 3

Last column: Mulliken spin population.
CARTESIAN COORDINATES (ANGSTROEM)
C: 5.6516 6.7835 3.6267  0.000
C: 4.8413 5.6321 3.0508  0.000
O: 5.5405 4.4025 3.2704  0.000
C: 5.4468 3.4069 2.3208  0.000
O: 6.7757 3.1017 1.8394  0.000
C: 7.3006 3.8973 0.8691  0.000
F: 7.0935 5.2230 1.1404  0.000
Cl: 6.5775 3.5980 -0.7254  0.000
I: 9.4227 3.5215 0.8121  0.000
C: 4.9975 2.0603 2.9372  0.000
C: 5.4531 1.9632 4.3950  0.000
C: 6.9438 2.0648 4.5524  0.000
O: 7.4672 2.7452 5.3852  0.000
N: 3.5112 1.8828 2.8839  0.000
N: 3.1221 0.7736 3.7062  0.000
C: 2.2596 0.9225 4.5626  0.000
S: 1.1330 1.0681 5.6067  0.000
S: 2.8658 1.6276 1.3424  0.000
O: 3.8894 1.7952 0.3634  0.000
O: 2.0106 0.4895 1.3444  0.000
C: 1.7650 3.1069 1.1236  0.000
F: 1.3460 2.9726 -0.1364  0.000
F: 2.5005 4.2311 1.2121  0.000
C: 0.5127 3.2582 2.0551  0.000
F: -0.4655 3.8157 1.3034  0.000
F: 0.0960 2.0606 2.4842  0.000
C: 0.6925 4.1946 3.2943  0.000
F: 0.6440 5.4606 2.9231  0.000
F: -0.2942 3.9608 4.1431  0.000
F: 1.8407 3.9700 3.9190  0.000
H: 6.7090 6.6017 3.4300  0.000
H: 5.4853 6.9015 4.6952  0.000
H: 5.3765 7.7087 3.1151  0.000
H: 4.6871 5.7873 1.9815  0.000
H: 3.8757 5.5680 3.5532  0.000
H: 4.8344 3.7124 1.4723  0.000
H: 5.4870 1.2500 2.3883  0.000
H: 4.9836 2.7216 5.0242  0.000
H: 5.1636 0.9827 4.7828  0.000
H: 7.5631 1.4358 3.8932  0.000
C: -4.9292 -2.5185 0.7641  0.020
C: -4.3295 -1.9267 2.0607  0.017
C: -4.5283 -0.4094 2.1085  0.033
C: -3.6266 0.3612 1.1455  -0.018
C: -2.1618 -0.0268 1.3424  0.029
C: -1.9220 -1.5322 1.2541  0.007
N: -2.8682 -2.2367 2.1761  0.365
O: -2.4563 -2.2279 3.3968  0.540
C: -2.0872 -2.0105 -0.1949  0.081
C: -0.4959 -1.8667 1.6690  -0.041
C: -5.0503 -2.5723 3.2365  -0.010
H: -5.0015 -1.7902 -0.0431  0.000
H: -4.3444 -3.3656 0.4083  -0.011
H: -5.9375 -2.8839 0.9535  0.001
H: -4.3313 -0.0629 3.1278  0.003
H: -5.5794 -0.1951 1.9018  0.001
H: -3.9322 0.1886 0.1099  0.000
H: -3.7452 1.4324 1.3198  0.001
H: -1.5323 0.4687 0.5994  0.002
H: -1.8304 0.3245 2.3226  -0.003
H: -2.0407 -3.0996 -0.2493  -0.018
H: -1.2738 -1.6102 -0.8012  0.000
H: -3.0137 -1.6849 -0.6612  0.001
H: -0.2508 -1.4763 2.6542  0.004
H: 0.1964 -1.4233 0.9546  0.003
H: -0.3390 -2.9463 1.6791  -0.010
H: -4.8783 -3.6492 3.2569  -0.002
H: -6.1203 -2.3954 3.1258  0.000
H: -4.7318 -2.1571 4.1892  0.003
C: -1.7422 -1.7133 -6.6142  0.024
C: -2.7581 -2.8764 -6.5477  -0.003
C: -4.0431 -2.4354 -5.8418  0.043
C: -3.8873 -2.2649 -4.3318  -0.031
C: -3.2947 -3.5239 -3.6992  0.035
C: -1.9859 -3.9641 -4.3520  -0.010
N: -2.1826 -4.0603 -5.8324  0.394
O: -2.7440 -5.1672 -6.1777  0.542
C: -0.8557 -2.9876 -3.9887  0.034
C: -1.5708 -5.3322 -3.8279  -0.011
C: -3.0789 -3.2910 -7.9773  -0.004
H: -1.9007 -0.9647 -5.8388  0.000
H: -0.7191 -2.0766 -6.5333  -0.013
H: -1.8248 -1.2016 -7.5720  0.001
H: -4.8218 -3.1801 -6.0330  0.004
H: -4.3816 -1.5026 -6.2990  0.000
H: -3.2650 -1.3945 -4.1051  0.000
H: -4.8638 -2.0614 -3.8882  0.001
H: -3.1210 -3.3567 -2.6335  0.006
H: -4.0273 -4.3334 -3.7752  0.000
H: 0.0516 -3.2260 -4.5447  -0.019
H: -0.6339 -3.0844 -2.9257  0.004
H: -1.1014 -1.9444 -4.1673  0.003
H: -2.3567 -6.0726 -3.9553  0.001
H: -1.3490 -5.2466 -2.7637  0.001
H: -0.6769 -5.6906 -4.3394  -0.003
H: -2.1883 -3.6621 -8.4859  -0.005
H: -3.4459 -2.4174 -8.5165  0.000
H: -3.8425 -4.0635 -8.0175  0.003